(1)
One molecule with the formula C11H24BN3O4 at a distorted geometry. Source: the Open Molecules 2025 dataset; level of theory: ωB97M-V with the def2-TZVPD basis set.

HOMO (Eh): -0.27952
HOMO-LUMO gap (eV): 7.8
E (hartree): -923.680444
Strongest force on any atom (eV/Å): 3.2
Structure (SMILES): C[C@H](N)CN1C[C@H](CCCB(O)O)[C@](N)(C(=O)O)C1
Lowest unoccupied orbital energy (eV): 0.19

```
43
Properties=species:S:1:pos:R:3:forces:R:3:lowdin_charge:R:1
C -4.188 -0.967 -1.955 0.696 0.705 1.022 -0.0598
C -3.177 0.187 -1.547 -0.698 -2.272 -0.472 -0.4692
N -3.839 1.442 -1.573 -1.185 1.267 -0.993 0.0070
C -1.959 0.173 -2.501 -0.007 -1.171 1.419 -0.1427
N -0.779 0.522 -1.742 1.190 2.709 -0.271 -0.1669
C 0.097 -0.427 -1.138 -0.304 -2.100 -1.704 -0.1743
C 1.092 0.276 -0.244 0.354 1.860 -0.148 -0.2248
C 1.356 -0.413 1.055 1.029 -1.252 1.067 -0.1551
C 1.811 -1.903 0.830 -2.500 -0.124 -0.002 -0.2152
C 2.183 -2.584 2.110 1.399 0.246 1.628 -0.1023
B 3.637 -2.077 2.497 -1.317 0.438 1.596 -0.6452
O 4.636 -2.261 1.570 -1.068 -0.017 0.278 0.1793
O 3.809 -1.559 3.802 0.893 -0.428 -1.396 0.1299
C 0.551 1.784 -0.073 0.089 -0.808 -1.433 -0.2902
N 1.602 2.736 -0.624 -1.266 -1.305 0.792 0.0859
C 0.090 2.265 1.330 0.807 2.433 -0.965 -0.4046
O 0.261 3.482 1.516 -0.930 -2.859 1.100 0.0658
O -0.529 1.408 2.197 0.715 1.370 -0.774 0.1012
C -0.748 1.792 -0.967 -0.171 -0.690 -0.538 -0.0731
H -4.397 -0.985 -3.018 0.012 0.343 -0.311 0.0672
H -3.765 -1.929 -1.716 0.123 -0.509 0.201 0.0584
H -5.139 -0.851 -1.415 0.227 -0.077 -0.115 0.0670
H -2.851 0.133 -0.494 0.133 -0.970 -0.372 0.1336
H -3.977 1.669 -2.583 -0.531 0.103 1.231 0.0902
H -4.744 1.275 -1.089 0.651 0.766 -0.844 0.0883
H -2.259 0.827 -3.336 0.786 0.229 0.059 0.1180
H -1.777 -0.847 -2.950 -0.295 0.954 0.555 0.1368
H -0.493 -1.198 -0.609 0.232 0.016 0.315 0.1168
H 0.640 -0.990 -1.977 -0.518 0.464 1.139 0.1473
H 2.056 0.356 -0.782 -0.510 0.197 0.128 0.1492
H 0.452 -0.379 1.664 0.165 -0.449 -0.009 0.1040
H 2.143 0.125 1.677 -0.714 -0.448 -0.792 0.1487
H 0.962 -2.465 0.377 0.485 0.518 -0.032 0.1168
H 2.623 -1.961 0.173 1.152 0.135 -1.315 0.0884
H 1.372 -2.375 2.849 0.929 -0.531 -0.151 0.1224
H 2.541 -3.658 2.133 -1.414 0.505 -0.697 0.1356
H 5.459 -2.028 1.959 1.417 0.292 0.144 0.0834
H 4.746 -1.379 3.981 -0.309 0.084 0.227 0.0927
H 2.360 2.677 0.045 0.495 -0.177 -0.041 0.0729
H 1.251 3.658 -0.417 -0.270 0.428 -0.201 0.0595
H -0.638 1.937 3.002 -0.287 -0.012 0.134 0.1332
H -0.838 2.621 -1.676 0.509 0.203 0.204 0.1291
H -1.634 1.892 -0.344 -0.192 -0.067 0.339 0.0946
```
Positions in Å, forces in eV/Å.

(2)
An isolated ion of composition C3H4NO and charge +1 at a distorted geometry. Source: the Open Molecules 2025 dataset; level of theory: ωB97M-V with the def2-TZVPD basis set.

HOMO (Eh): -0.53998
HOMO-LUMO gap (eV): 8.6
Net charge: +1
E (hartree): -246.265436
Strongest force on any atom (eV/Å): 6.5
Lowest unoccupied orbital energy (eV): -6.13

```
9
Properties=species:S:1:pos:R:3:forces:R:3:lowdin_charge:R:1
C -0.011 1.351 -0.045 3.362 -5.565 0.485 0.1626
C 1.650 0.577 -0.062 -0.438 2.867 -0.167 0.1541
C 0.001 -1.000 -0.016 -1.877 -1.837 2.369 -0.0648
N -0.756 0.316 0.039 2.545 0.390 -1.290 0.1262
O 1.358 -0.630 -0.041 -0.700 -0.533 0.805 -0.0209
H -0.083 2.361 0.037 -1.239 2.761 0.005 0.1054
H -0.363 -1.636 0.956 1.400 1.605 -2.178 0.2186
H -0.060 -1.669 -0.879 -1.061 0.533 -0.231 0.1593
H -1.735 0.330 0.010 -1.991 -0.220 0.203 0.1594
```
Positions in Å, forces in eV/Å.

(3)
C30H27Br4N8O9S2TeW as an isolated structure. Source: the Open Molecules 2025 dataset; level of theory: ωB97M-V with the def2-TZVPD basis set.

HOMO (alpha / beta) (Eh): -0.18683 / -0.18683
HOMO-LUMO gap (alpha / beta) (eV): 6.3 / 6.3
Net charge: -1
E (hartree): -13702.224461
Strongest force on any atom (eV/Å): 0.2
Lowest unoccupied orbital energy (alpha / beta) (eV): 1.19 / 1.19

```
82
Properties=species:S:1:pos:R:3:forces:R:3:lowdin_charge:R:1
W 0.190 -1.430 0.147 -0.161 0.009 -0.059 1.6671
Br 0.036 2.229 -5.851 0.002 -0.003 0.004 0.7109
C -0.244 1.652 -4.074 -0.026 0.004 0.017 -0.7573
C -1.171 2.302 -3.257 0.020 -0.023 -0.005 -0.7458
Br -2.135 3.795 -3.892 0.001 0.001 -0.004 0.6997
C -1.389 1.851 -1.953 -0.015 0.012 -0.032 -0.6413
Br -2.629 2.621 -0.773 0.008 0.000 0.002 0.8066
C -0.664 0.774 -1.486 0.044 0.000 0.008 -0.3963
O -0.757 0.251 -0.265 0.049 -0.014 0.018 -0.2895
C 0.273 0.127 -2.291 -0.022 -0.036 0.029 -0.3924
O 0.885 -0.887 -1.716 -0.036 -0.006 -0.023 -0.1895
C 0.485 0.564 -3.589 -0.002 0.007 -0.016 -0.6422
Br 1.771 -0.364 -4.605 0.001 0.001 0.001 0.7950
O 4.260 -2.232 0.015 -0.003 0.005 0.004 0.0974
C 3.059 -2.298 -0.088 0.016 0.002 -0.005 -0.5203
O 2.240 -1.334 0.346 0.016 -0.017 0.014 -0.4246
C 2.300 -3.396 -0.731 -0.002 -0.010 -0.008 -0.0756
C 2.816 -4.298 -1.578 0.015 0.009 0.002 0.0866
C 1.927 -5.123 -2.365 -0.023 0.013 -0.002 -0.1267
C 0.591 -4.876 -2.448 -0.009 -0.007 -0.022 0.1123
C 0.067 -3.866 -1.624 0.007 0.006 0.045 -0.1289
C 0.854 -3.278 -0.548 0.025 0.018 0.003 -0.4412
O 0.333 -3.320 0.723 0.004 0.044 -0.050 -0.2290
N -1.148 -3.320 -1.794 0.018 0.005 -0.041 -0.2804
O -2.037 -3.734 -2.521 -0.015 -0.005 0.004 0.0645
O -1.379 -2.232 -1.081 0.056 -0.002 0.026 -0.1324
N 2.495 -6.159 -3.202 0.010 -0.028 0.010 -0.3701
O 1.744 -6.835 -3.889 -0.003 0.007 -0.007 0.0456
O 3.707 -6.311 -3.174 0.000 0.008 -0.005 0.0541
H 3.883 -4.364 -1.736 0.000 0.001 0.003 0.1314
H -0.037 -5.407 -3.148 0.008 -0.006 -0.001 0.1349
N -5.477 -1.855 3.097 0.003 -0.001 -0.011 0.1212
C -4.231 -1.760 2.522 -0.007 -0.012 0.014 -0.3150
C -3.502 -2.898 2.172 -0.018 -0.007 -0.002 -0.0105
C -2.258 -2.755 1.611 0.006 0.021 0.009 -0.1221
N -1.682 -1.562 1.392 0.034 -0.032 0.013 -0.1034
C -2.366 -0.466 1.760 -0.045 0.005 0.010 -0.1428
C -3.626 -0.524 2.307 0.041 0.036 -0.016 -0.0032
H -5.978 -2.716 2.955 0.001 0.000 0.001 0.0943
H -6.052 -1.031 3.059 -0.001 0.000 0.003 0.0959
H -3.907 -3.891 2.321 0.002 0.000 0.001 0.1148
H -1.680 -3.617 1.314 0.005 0.003 -0.004 0.1126
H -1.901 0.493 1.587 0.011 -0.006 -0.003 0.0917
H -4.133 0.403 2.539 -0.006 -0.003 0.009 0.0963
N -3.651 2.521 3.996 0.013 -0.016 -0.019 -0.0317
C -4.547 3.437 4.417 -0.017 0.011 -0.008 -0.1199
C -4.624 4.389 3.429 0.016 -0.004 0.023 -0.0852
C -3.713 3.950 2.448 -0.005 -0.010 -0.006 -0.1832
N -3.128 2.816 2.800 -0.011 0.022 -0.011 0.0440
H -3.308 1.704 4.480 0.001 0.005 0.008 0.0991
H -5.045 3.344 5.368 -0.004 -0.002 -0.003 0.1063
H -5.239 5.272 3.418 0.002 0.003 0.003 0.0846
H -3.451 4.414 1.510 -0.009 0.001 -0.002 0.0712
Te 1.146 -0.626 2.663 0.002 -0.013 0.044 1.0529
C -0.405 -0.344 4.070 0.013 -0.038 -0.013 -0.9961
C -0.776 0.824 4.678 -0.007 0.023 0.040 -0.2624
C -1.708 0.637 5.740 -0.006 -0.003 -0.037 -0.2447
C -2.058 -0.673 5.904 0.011 0.021 0.021 -0.4288
S -1.212 -1.672 4.806 -0.008 0.008 0.012 0.9409
H -0.390 1.787 4.372 0.011 -0.007 -0.007 0.1020
H -2.081 1.439 6.365 -0.003 -0.009 0.006 0.0970
H -2.743 -1.088 6.627 0.001 -0.008 -0.002 0.0576
C 3.707 4.131 -4.159 0.004 0.002 0.025 -0.0832
C 2.671 3.339 -3.379 -0.011 0.008 -0.025 -0.2694
N 2.740 3.608 -1.939 0.001 -0.009 0.022 -0.0138
C 2.474 2.639 -0.998 0.003 -0.019 0.016 -0.8716
S 1.424 2.950 0.267 -0.004 0.040 0.012 0.6025
N 3.098 1.458 -1.131 0.007 0.001 -0.016 0.0178
C 4.355 1.217 -1.832 -0.015 0.003 0.013 -0.2263
C 5.449 0.813 -0.855 -0.003 0.013 -0.002 -0.0676
H 3.599 3.942 -5.228 -0.002 -0.002 -0.002 0.0716
H 4.719 3.858 -3.856 0.002 0.003 -0.004 0.0648
H 3.585 5.202 -3.989 0.000 0.000 0.000 0.0713
H 2.798 2.272 -3.549 -0.004 -0.008 0.003 0.0740
H 1.669 3.592 -3.738 0.007 -0.006 0.001 0.0885
H 2.245 4.448 -1.675 0.007 0.006 -0.014 0.0936
H 2.839 0.764 -0.440 -0.008 0.003 -0.006 0.0949
H 4.637 2.133 -2.345 0.002 -0.002 -0.009 0.0919
H 4.205 0.440 -2.586 0.003 0.001 0.000 0.1002
H 5.630 1.615 -0.138 0.000 -0.002 0.000 0.0791
H 6.377 0.615 -1.396 0.001 -0.006 0.005 0.0740
H 5.174 -0.091 -0.312 0.001 -0.009 -0.002 0.0518
```
Positions in Å, forces in eV/Å.

- What is the formula in the second record?
  C3H4NO

- Which value of strongest force on any atom does entry 3 give?
  0.2 eV/Å

- E of number 1 (C11H24BN3O4)?
  -923.680444 hartree